14
Properties=species:S:1:pos:R:3 method="wB97M-V/def2-TZVPD" total_energy_ev=-8726.828 gap_ev="7.835 / 7.841" largest_force_ev_per_a=4.67 de_lowest_kj_mol=468.04 homo_ev="-7.5 / -7.5"
C 0.78843 -0.94864 -0.75703
C 1.14833 -0.05064 0.48501
C -0.70011 -0.55506 -1.07370
C -0.14747 0.25375 1.18872
N -1.08953 0.69964 -1.21558
N -1.18572 1.68973 -0.46261
N -0.80235 1.43448 0.91425
H 1.37922 -0.88712 -1.70241
H 0.72764 -1.97614 -0.41663
H 1.78107 -0.52734 1.09709
H 1.41605 0.95392 0.26788
H -1.34725 -1.16430 -1.72403
H -0.48497 -0.57176 1.78869
H -1.48335 1.64949 1.61034